[1]
22
Properties=species:S:1:pos:R:3 method="wB97M-V/def2-TZVPD" gap_ev=9.586 lumo_ev=-3.172 max_force_ev_per_a=1.54 multiplicity=1 energy_ha=-366.72822 relative_energy_ev=1.062 charge=+1
C -1.612 0.770 -0.318
C -0.283 0.769 -1.038
C 0.575 -0.475 -0.917
C 1.879 -0.348 -1.171
C 0.292 -2.722 0.086
C -0.131 -1.762 -0.734
N -1.404 0.921 1.163
H -2.134 -0.166 -0.474
H -2.316 1.520 -0.656
H 0.277 1.705 -0.902
H -0.512 1.004 -2.091
H 2.297 0.653 -1.198
H 2.536 -1.206 -1.241
H 1.222 -2.672 0.630
H -0.292 -3.633 0.056
H -1.017 -1.870 -1.351
H -0.886 1.752 1.469
H -0.764 0.182 1.460
H -2.259 0.841 1.714
H 1.481 1.576 2.635
H 1.907 1.530 1.146
O 1.144 1.630 1.733


[2]
22
Properties=species:S:1:pos:R:3 method="wB97M-V/def2-TZVPD" gap_ev=10.206 smiles="C=C(C)[C@H](C)[C@@H]([NH3+])O" lumo_ev=-3.397 max_force_ev_per_a=4.66 multiplicity=1 energy_ha=-366.67101 relative_energy_ev=2.618 charge=+1
C -0.961 2.090 -1.204
C -1.022 1.159 -0.249
C -1.930 0.988 0.945
C -0.752 -1.550 -0.091
C 0.092 -0.315 -0.461
C 1.323 -0.113 0.367
N 2.417 -0.934 -0.311
O 1.850 1.153 0.190
H -0.469 1.948 -2.176
H -1.613 2.987 -1.123
H -2.766 0.293 0.775
H -1.671 0.649 2.027
H -2.500 1.993 1.028
H -0.810 -1.691 1.014
H -1.774 -1.370 -0.369
H -0.467 -2.470 -0.543
H 0.447 -0.314 -1.470
H 1.365 -0.441 1.483
H 2.813 -1.794 0.212
H 1.948 -1.235 -1.236
H 3.190 -0.286 -0.533
H 1.215 1.741 -0.043


[3]
24
Properties=species:S:1:pos:R:3 method="wB97M-V/def2-TZVPD" gap_ev=7.203 lumo_ev=3.694 max_force_ev_per_a=1.20 multiplicity=1 energy_ha=-840.37458 relative_energy_ev=0.273 charge=-1
C -0.237 0.179 -0.783
C -0.499 2.368 0.665
C -0.305 -1.960 0.497
C -2.382 -0.666 -0.092
C -0.252 1.673 -0.680
C -0.908 -0.566 0.342
N 3.009 -1.253 -1.033
O 2.512 -0.525 1.375
O 3.000 1.217 -0.321
S 2.247 -0.002 0.020
H 0.282 2.084 1.367
H -0.465 3.452 0.538
H -1.471 2.109 1.085
H -0.240 -2.455 -0.470
H 0.694 -1.866 0.915
H -0.909 -2.575 1.168
H -2.445 -1.100 -1.090
H -2.843 0.320 -0.122
H -2.946 -1.293 0.600
H 0.717 2.009 -1.066
H -1.006 2.010 -1.409
H -0.870 -0.073 1.324
H 2.514 -2.118 -0.847
H 2.801 -0.969 -1.984


[4]
24
Properties=species:S:1:pos:R:3 method="wB97M-V/def2-TZVPD" gap_ev=7.446 lumo_ev=3.822 max_force_ev_per_a=4.68 multiplicity=1 energy_ha=-517.40289 relative_energy_ev=2.165 charge=-1
C 0.146 2.514 -0.128
C 1.998 -0.051 0.331
C 0.819 -1.884 -0.928
C -0.627 1.356 0.637
C 0.564 -0.806 0.200
C -0.574 0.063 -0.179
N -2.014 -0.924 0.533
O -3.064 -0.345 -0.230
O 0.432 -1.476 1.505
O -0.956 0.147 -1.436
H 1.174 2.151 -0.219
H 0.126 3.466 0.387
H -0.379 2.717 -1.096
H 1.950 0.668 1.117
H 2.608 -1.044 0.508
H 2.300 0.398 -0.557
H 1.565 -2.594 -0.510
H 1.098 -1.384 -1.835
H -0.071 -2.343 -1.211
H -0.324 0.965 1.634
H -1.609 1.620 0.598
H -2.086 -1.904 0.179
H -0.605 -1.451 1.591
H -2.471 0.139 -0.892